Entry 1:
Here is C48H41BClCsF5N10O3S2 as an isolated structure from the Open Molecules 2025 dataset. Energies are from wB97M-V/def2-TZVPD.

## Properties
Gap between HOMO and LUMO (alpha / beta), eV: 4.87 / 2.66
Highest occupied orbital energy (alpha / beta), eV: -1.5 / -1.5
LUMO energy (alpha / beta), Ha: 0.122 / 0.041
<S²>: 0.7745

Structure (ORCA input):
```
! RIJCOSX wB97M-V def2-TZVPD def2/J DEFGRID3
* xyz -2 2
Cs 0.624 0.055 -0.051
C 0.252 -2.600 3.313
C 0.904 -1.256 3.351
C 2.284 -0.941 3.321
C 2.322 0.431 3.307
N 1.049 0.886 3.326
N 0.173 -0.152 3.364
B 0.615 2.353 3.342
N -0.897 2.483 3.071
C -1.835 3.079 3.831
C -3.046 2.956 3.184
C -2.740 2.242 2.006
C -3.666 1.777 0.927
N -1.445 1.974 1.946
N 1.416 3.145 2.276
C 1.424 4.474 2.047
C 2.065 4.699 0.850
C 2.431 3.414 0.397
C 3.147 3.015 -0.857
N 2.043 2.496 1.269
N 0.892 2.924 4.763
C 1.017 2.201 5.891
C 1.106 3.080 6.951
C 1.016 4.351 6.355
C 1.043 5.694 7.015
N 0.881 4.247 5.041
H 0.653 -3.255 4.090
H -0.821 -2.490 3.466
H 0.400 -3.089 2.346
H 3.120 -1.619 3.274
H 3.150 1.117 3.248
H -1.578 3.539 4.771
H -4.011 3.295 3.525
H -4.639 1.505 1.340
H -3.824 2.547 0.167
H -3.249 0.904 0.428
H 0.982 5.151 2.759
H 2.243 5.650 0.376
H 4.070 3.589 -0.960
H 3.404 1.956 -0.852
H 2.536 3.208 -1.743
H 1.035 1.124 5.854
H 1.231 2.842 7.994
H 1.436 5.618 8.030
H 1.670 6.386 6.453
H 0.042 6.128 7.076
C -3.090 -0.126 -2.255
C -3.488 -1.430 -1.617
C -4.844 -1.805 -1.480
C -5.124 -3.016 -0.919
C -4.080 -3.869 -0.498
C -4.340 -5.138 0.075
C -3.271 -5.908 0.451
C -1.951 -5.470 0.281
C -1.614 -4.233 -0.272
S 0.013 -3.734 -0.483
C -2.749 -3.409 -0.670
N -2.502 -2.192 -1.218
H -3.900 0.605 -2.287
H -2.750 -0.309 -3.276
H -2.252 0.289 -1.702
H -5.631 -1.137 -1.809
H -6.151 -3.344 -0.789
H -5.363 -5.472 0.205
H -3.443 -6.885 0.892
H -1.133 -6.111 0.588
C 7.477 -3.191 -4.835
C 6.510 -2.183 -5.382
C 6.837 -1.362 -6.448
C 5.929 -0.423 -6.910
Cl 6.372 0.603 -8.267
C 4.693 -0.279 -6.316
C 4.348 -1.095 -5.247
C 5.246 -2.054 -4.782
O 4.988 -2.914 -3.786
C 3.756 -2.741 -3.069
C 3.635 -1.394 -2.326
O 4.682 -0.773 -2.086
O 2.447 -1.081 -2.078
H 8.437 -3.124 -5.349
H 7.089 -4.207 -4.943
H 7.629 -3.029 -3.767
H 7.810 -1.448 -6.917
H 4.001 0.474 -6.669
H 3.392 -0.962 -4.762
H 3.747 -3.546 -2.336
H 2.909 -2.881 -3.743
F -3.049 -1.456 -6.519
C -2.239 -0.570 -5.950
C -2.684 0.735 -5.766
F -3.921 1.066 -6.151
C -1.850 1.658 -5.183
F -2.306 2.895 -5.019
C -0.544 1.324 -4.774
S 0.520 2.467 -4.101
C -0.132 -0.012 -4.976
F 1.080 -0.385 -4.637
C -0.967 -0.951 -5.555
F -0.561 -2.199 -5.759
N -1.194 2.420 -1.159
C -1.159 3.550 -0.959
C -1.097 4.952 -0.657
C -1.527 5.371 0.600
C -1.440 6.713 0.927
C -0.933 7.622 0.008
C -0.514 7.196 -1.246
C -0.593 5.856 -1.586
H -1.885 4.638 1.315
H -1.750 7.044 1.910
H -0.856 8.670 0.273
H -0.113 7.907 -1.957
H -0.263 5.503 -2.554
*
```

Here are the Löwdin charges for atoms 1 to 2, given in e: atom 1 (Cs): 0.82, atom 2 (C): -0.04

***

Entry 2:
Here is C48H41BN6O2P2RbSSe2 as an isolated structure from the Open Molecules 2025 dataset. Energies are from wB97M-V/def2-TZVPD.

## Properties
Gap between HOMO and LUMO, eV: 5.52
Highest occupied orbital energy, eV: -3.5
LUMO energy, Ha: 0.073

Structure (ORCA input):
```
! RIJCOSX wB97M-V def2-TZVPD def2/J DEFGRID3
* xyz -1 1
Rb 0.121 -0.225 0.716
N -3.454 -0.801 1.189
C -4.229 -1.737 1.897
C -5.135 -1.353 2.874
C -5.862 -2.322 3.552
C -5.720 -3.663 3.227
C -4.840 -4.040 2.220
C -4.071 -3.081 1.579
S -2.867 -3.486 0.357
N -2.983 -2.146 -0.693
C -3.228 -1.015 -0.161
C -3.239 0.222 -1.005
C -3.013 0.157 -2.373
C -3.021 1.343 -3.085
C -3.238 2.533 -2.409
C -3.448 2.491 -1.042
N -3.460 1.357 -0.347
H -3.630 0.179 1.386
H -5.253 -0.302 3.112
H -6.549 -2.023 4.333
H -6.296 -4.415 3.750
H -4.732 -5.082 1.944
H -2.823 -0.799 -2.838
H -2.828 1.343 -4.149
H -3.210 3.482 -2.925
H -3.603 3.403 -0.477
Se -0.876 6.189 4.246
P -0.601 6.063 2.159
C -2.077 6.700 1.308
C -3.034 5.797 0.857
C -4.220 6.252 0.299
C -4.459 7.616 0.192
C -3.517 8.521 0.665
C -2.337 8.066 1.233
C 0.800 7.108 1.649
C 1.944 7.053 2.449
C 3.049 7.829 2.144
C 3.016 8.687 1.049
C 1.881 8.754 0.259
C 0.776 7.961 0.552
C -0.348 4.395 1.515
C 0.141 3.743 0.361
N -0.016 2.430 0.583
N -0.545 2.264 1.783
N -0.738 3.423 2.371
P 0.913 4.042 -1.248
Se 0.365 2.613 -2.702
C 2.708 4.132 -0.994
C 3.270 5.159 -0.239
C 4.642 5.210 -0.047
C 5.455 4.226 -0.598
C 4.896 3.190 -1.331
C 3.523 3.141 -1.530
C 0.391 5.684 -1.811
C 1.258 6.564 -2.449
C 0.772 7.749 -2.986
C -0.577 8.062 -2.885
C -1.451 7.173 -2.269
C -0.967 5.983 -1.751
H -2.843 4.733 0.953
H -4.960 5.542 -0.049
H -5.382 7.973 -0.248
H -3.708 9.585 0.601
H -1.620 8.775 1.628
H 1.950 6.407 3.318
H 3.934 7.769 2.765
H 3.877 9.301 0.815
H 1.850 9.414 -0.598
H -0.096 8.012 -0.086
H 2.640 5.923 0.196
H 5.072 6.014 0.538
H 6.527 4.258 -0.442
H 5.525 2.404 -1.729
H 3.073 2.329 -2.087
H 2.312 6.328 -2.522
H 1.453 8.431 -3.480
H -0.950 8.992 -3.295
H -2.506 7.406 -2.187
H -1.647 5.274 -1.295
C 9.340 1.947 -0.213
C 8.611 1.248 0.944
C 8.271 2.305 1.995
C 9.558 0.226 1.588
C 7.362 0.538 0.414
C 7.497 -0.458 -0.556
C 6.399 -1.141 -1.085
C 5.147 -0.798 -0.621
O 3.927 -1.287 -0.963
B 2.910 -0.571 -0.207
O 3.681 0.385 0.581
C 4.999 0.196 0.330
C 6.079 0.866 0.868
H 10.232 2.465 0.153
H 8.687 2.682 -0.690
H 9.651 1.234 -0.978
H 9.190 2.789 2.336
H 7.780 1.864 2.864
H 7.614 3.079 1.592
H 10.454 0.724 1.973
H 9.873 -0.532 0.870
H 9.063 -0.284 2.417
H 8.485 -0.719 -0.917
H 6.526 -1.911 -1.837
H 5.905 1.641 1.603
*
```

Here are the Löwdin charges for atoms 1 to 2, given in e: atom 1 (Rb): 0.68, atom 2 (N): 0.11

***

Entry 3:
Here is C48H41Br2CoN3O4P2 as an isolated structure from the Open Molecules 2025 dataset. Energies are from wB97M-V/def2-TZVPD.

## Properties
Gap between HOMO and LUMO (alpha / beta), eV: 8.21 / 8.20
Highest occupied orbital energy (alpha / beta), eV: -8.0 / -8.0
LUMO energy (alpha / beta), Ha: 0.008 / 0.009
<S²>: 3.7581

Structure (ORCA input):
```
! RIJCOSX wB97M-V def2-TZVPD def2/J DEFGRID3
* xyz 0 4
Co -0.765 -0.295 0.156
O -2.590 -0.298 -1.871
C -3.559 0.493 -1.305
C -4.133 1.513 -2.065
C -5.133 2.312 -1.544
C -5.582 2.087 -0.246
C -4.992 1.081 0.500
C -3.966 0.273 0.008
C -3.361 -0.772 0.966
O -2.277 -1.414 0.455
N -3.013 -0.104 2.248
N -1.768 0.377 2.287
C -1.267 0.753 3.398
C 0.096 1.270 3.499
Br 1.199 0.960 1.998
C 0.635 1.890 4.543
C -0.081 2.331 5.758
C 0.576 2.263 6.987
C -0.051 2.669 8.153
C -1.348 3.167 8.109
C -2.000 3.268 6.887
C -1.371 2.859 5.720
H -2.223 0.163 -2.633
H -3.783 1.666 -3.083
H -5.567 3.098 -2.150
H -6.367 2.697 0.181
H -5.321 0.922 1.521
H -4.157 -1.474 1.238
H -3.423 -0.429 3.111
H -1.837 0.672 4.323
H 1.702 2.089 4.516
H 1.590 1.879 7.023
H 0.472 2.599 9.098
H -1.838 3.491 9.018
H -3.000 3.682 6.839
H -1.869 2.987 4.766
C 2.781 -1.673 -2.624
N 1.784 -1.598 -1.544
P 0.103 -1.426 -1.808
C -0.552 -3.085 -2.217
C 0.180 -4.000 -2.980
C -0.335 -5.254 -3.265
C -1.596 -5.611 -2.797
C -2.328 -4.712 -2.037
C -1.810 -3.453 -1.741
C 0.013 -0.555 -3.400
C -0.807 -1.000 -4.436
C -0.918 -0.260 -5.608
C -0.210 0.925 -5.753
C 0.605 1.375 -4.721
C 0.713 0.645 -3.547
P 2.092 -2.110 0.060
C 3.445 -1.031 0.621
C 4.062 -1.350 1.835
C 5.015 -0.508 2.383
C 5.346 0.681 1.738
C 4.721 1.015 0.547
C 3.772 0.163 -0.010
C 2.903 -3.733 -0.174
C 2.057 -4.841 -0.276
C 2.575 -6.106 -0.513
C 3.948 -6.281 -0.634
C 4.799 -5.190 -0.518
C 4.280 -3.921 -0.290
H 3.177 -0.686 -2.865
H 2.358 -2.074 -3.540
H 3.608 -2.313 -2.320
H 1.165 -3.753 -3.347
H 0.247 -5.953 -3.852
H -1.999 -6.591 -3.020
H -3.305 -4.989 -1.661
H -2.363 -2.757 -1.119
H -1.364 -1.922 -4.330
H -1.555 -0.615 -6.408
H -0.297 1.498 -6.667
H 1.149 2.306 -4.822
H 1.323 1.016 -2.731
H 3.793 -2.267 2.350
H 5.489 -0.766 3.322
H 6.079 1.349 2.172
H 4.957 1.951 0.054
H 3.252 0.460 -0.909
H 0.983 -4.707 -0.173
H 1.906 -6.955 -0.596
H 4.355 -7.270 -0.811
H 5.870 -5.325 -0.607
H 4.952 -3.075 -0.201
Br -1.958 8.202 -1.190
C -1.328 6.418 -1.049
C -2.242 5.388 -0.902
C -1.774 4.085 -0.796
C -0.408 3.821 -0.838
C 0.489 4.872 -0.985
C 0.036 6.179 -1.093
C 0.110 2.413 -0.702
O 1.326 2.209 -0.662
O -0.804 1.514 -0.628
H -3.302 5.601 -0.870
H -2.465 3.259 -0.683
H 1.548 4.646 -1.008
H 0.728 7.002 -1.209
*
```

Here are the Löwdin charges for atoms 1 to 2, given in e: atom 1 (Co): 0.60, atom 2 (O): -0.02

***

Entry 4:
Here is C48H41Cl2F4N3O2PV as an isolated structure from the Open Molecules 2025 dataset. Energies are from wB97M-V/def2-TZVPD.

## Properties
Gap between HOMO and LUMO (alpha / beta), eV: 8.16 / 8.36
Highest occupied orbital energy (alpha / beta), eV: -7.9 / -8.0
LUMO energy (alpha / beta), Ha: 0.010 / 0.014
<S²>: 2.0235

Structure (ORCA input):
```
! RIJCOSX wB97M-V def2-TZVPD def2/J DEFGRID3
* xyz 0 3
V -0.327 0.479 -0.479
C 1.663 1.349 -4.827
C 1.272 1.268 -3.352
N 0.328 0.223 -2.971
C 0.844 -1.152 -3.062
C 0.805 -1.805 -4.448
C -0.997 0.409 -3.518
C -1.960 -0.550 -2.850
N -1.773 -0.479 -1.400
C -2.782 -0.944 -0.596
C -2.754 -0.590 0.760
F -1.637 0.117 1.174
C -3.724 -0.890 1.679
F -3.596 -0.454 2.936
C -4.824 -1.634 1.299
C -4.868 -2.050 -0.017
F -5.893 -2.811 -0.427
C -3.893 -1.729 -0.944
F -4.031 -2.217 -2.191
H 2.322 2.205 -4.979
H 2.193 0.458 -5.158
H 0.789 1.485 -5.467
H 2.161 1.124 -2.746
H 0.833 2.225 -3.054
H 1.857 -1.146 -2.666
H 0.270 -1.764 -2.366
H 1.655 -1.524 -5.066
H 0.819 -2.890 -4.341
H -0.101 -1.546 -4.996
H -1.259 1.436 -3.284
H -1.085 0.306 -4.610
H -2.980 -0.292 -3.154
H -1.786 -1.573 -3.197
H -5.604 -1.893 1.999
C 3.462 1.503 4.634
C 4.095 2.160 3.591
C 3.423 2.396 2.398
C 2.111 1.963 2.239
C 1.478 1.311 3.299
C 2.145 1.084 4.490
P 1.096 2.218 0.749
C 2.204 3.039 -0.433
C 1.907 4.288 -0.969
C 2.754 4.864 -1.906
C 3.910 4.205 -2.299
C 4.216 2.961 -1.762
C 3.361 2.376 -0.841
C -0.087 3.473 1.232
C 0.084 4.390 2.234
C -0.913 5.358 2.466
C -2.023 5.393 1.670
C -2.216 4.455 0.627
C -3.352 4.506 -0.213
C -3.491 3.572 -1.193
C -2.538 2.536 -1.353
C -1.397 2.406 -0.583
C -1.252 3.437 0.415
H 3.990 1.321 5.561
H 5.118 2.496 3.702
H 3.926 2.920 1.597
H 0.451 0.977 3.188
H 1.642 0.574 5.301
H 1.008 4.808 -0.662
H 2.511 5.832 -2.325
H 4.573 4.659 -3.024
H 5.112 2.439 -2.070
H 3.588 1.391 -0.448
H 0.984 4.381 2.836
H -0.788 6.078 3.265
H -2.785 6.147 1.831
H -4.097 5.277 -0.057
H -4.358 3.590 -1.842
H -2.794 1.796 -2.095
Cl -1.590 -3.183 3.214
C -2.132 -3.974 1.767
C -3.435 -4.431 1.708
C -3.910 -5.018 0.546
C -3.067 -5.169 -0.542
C -1.753 -4.744 -0.451
Cl -0.691 -4.988 -1.807
C -1.244 -4.118 0.693
N 0.045 -3.602 0.738
C 0.958 -3.970 1.769
C 0.950 -5.240 2.322
C 1.832 -5.555 3.345
C 2.731 -4.603 3.801
C 2.735 -3.332 3.242
C 1.849 -2.996 2.230
C 1.740 -1.599 1.692
C 1.883 -1.509 0.181
O 2.567 -2.303 -0.437
O 1.266 -0.520 -0.411
H -4.076 -4.301 2.569
H -4.936 -5.353 0.488
H -3.411 -5.629 -1.457
H 0.487 -3.512 -0.169
H 0.245 -5.977 1.953
H 1.820 -6.546 3.780
H 3.425 -4.848 4.594
H 3.429 -2.583 3.604
H 2.509 -0.953 2.124
H 0.774 -1.174 1.986
*
```

Here are the Löwdin charges for atoms 1 to 2, given in e: atom 1 (V): 0.89, atom 2 (C): -0.06